(1)
Below is a structure of composition C35H52AsOP3PbS in a non-equilibrium geometry, with properties calculated with wB97M-V/def2-TZVPD.

Each line ends with the Löwdin charge.
Element x y z (Å)
Pb (0.00, 0.00, 0.00)  0.6914
P (-1.23, -1.55, -1.18)  0.7541
P (1.95, -0.79, -0.99)  0.7647
P (-1.94, 1.15, 0.54)  0.7650
H (1.24, 1.79, -1.84)  0.0648
C (0.54, 1.86, -1.01)  -0.2788
C (1.07, 1.85, 0.35)  -0.2661
H (2.14, 1.77, 0.49)  0.0580
C (-1.73, -1.18, -2.94)  -0.1807
C (-0.57, -3.26, -1.47)  -0.1895
C (-2.90, -2.12, -0.57)  -0.1949
C (3.50, 0.20, -0.82)  -0.1884
C (2.70, -2.45, -0.62)  -0.1897
C (1.92, -0.89, -2.84)  -0.1970
C (-1.78, 2.85, 1.25)  -0.2142
C (-3.19, 0.50, 1.75)  -0.1863
C (-3.06, 1.57, -0.87)  -0.2205
H (-0.27, 2.55, -1.25)  0.0600
H (0.63, 2.52, 1.08)  0.0633
H (-2.31, -2.00, -3.38)  0.0879
H (-0.84, -1.00, -3.54)  0.0446
H (-2.33, -0.27, -2.95)  0.0425
H (-1.30, -3.87, -2.02)  0.0894
H (-0.37, -3.74, -0.50)  0.0218
H (0.36, -3.24, -2.04)  0.0401
H (-3.31, -2.88, -1.24)  0.0863
H (-3.60, -1.29, -0.53)  0.0335
H (-2.79, -2.53, 0.43)  0.0437
H (4.30, -0.28, -1.38)  0.0883
H (3.78, 0.26, 0.24)  0.0309
H (3.35, 1.21, -1.20)  0.0637
H (3.37, -2.75, -1.43)  0.0872
H (1.93, -3.21, -0.49)  0.0141
H (3.28, -2.38, 0.30)  0.0402
H (2.92, -1.09, -3.24)  0.0867
H (1.55, 0.07, -3.24)  0.0555
H (1.24, -1.68, -3.17)  0.0345
H (-2.78, 3.28, 1.40)  0.0621
H (-1.22, 3.50, 0.58)  0.0448
H (-1.26, 2.81, 2.21)  0.0759
H (-4.07, 1.16, 1.77)  0.0784
H (-2.75, 0.47, 2.75)  0.0668
H (-3.50, -0.51, 1.48)  0.0330
H (-3.87, 2.24, -0.54)  0.0522
H (-3.50, 0.67, -1.29)  0.0328
H (-2.47, 2.07, -1.64)  0.0483
C (-3.15, 6.64, -1.97)  -0.5274
C (-3.67, 7.01, -3.22)  -0.0399
C (-3.17, 8.13, -3.88)  0.0145
C (-2.15, 8.89, -3.32)  0.0512
C (-1.63, 8.52, -2.08)  0.0074
C (-2.12, 7.41, -1.40)  -0.0613
S (-3.73, 5.24, -1.06)  0.9881
H (-4.66, 4.85, -1.96)  -0.0634
H (-4.47, 6.42, -3.67)  0.1252
H (-3.59, 8.40, -4.85)  0.1420
H (-1.76, 9.76, -3.84)  0.1488
H (-0.83, 9.11, -1.62)  0.1388
H (-1.71, 7.13, -0.43)  0.1215
O (0.06, -0.93, 1.86)  -0.5916
As (0.89, -2.19, 2.58)  1.2980
C (2.79, -1.79, 2.74)  -0.3404
C (3.26, -0.48, 2.60)  -0.1225
C (4.62, -0.19, 2.75)  -0.0494
C (5.52, -1.22, 3.05)  -0.0167
C (5.06, -2.53, 3.21)  -0.0203
C (3.70, -2.81, 3.07)  -0.0923
C (0.28, -2.07, 4.45)  -0.2728
C (1.23, -1.93, 5.48)  -0.0757
C (0.81, -1.86, 6.82)  -0.0359
C (-0.54, -1.92, 7.13)  -0.0294
C (-1.49, -2.05, 6.11)  -0.0453
C (-1.08, -2.12, 4.77)  -0.1041
C (0.30, -3.94, 1.93)  -0.3033
C (1.23, -4.88, 1.46)  -0.1101
C (0.81, -6.13, 1.00)  -0.0272
C (-0.55, -6.46, 1.03)  -0.0211
C (-1.48, -5.54, 1.50)  -0.0386
C (-1.06, -4.28, 1.95)  -0.1160
H (2.56, 0.32, 2.38)  0.0896
H (4.97, 0.82, 2.63)  0.1220
H (6.57, -1.00, 3.16)  0.1283
H (5.76, -3.32, 3.46)  0.1290
H (3.36, -3.82, 3.22)  0.1091
H (2.28, -1.88, 5.28)  0.0949
H (1.55, -1.75, 7.60)  0.1237
H (-0.86, -1.87, 8.16)  0.1250
H (-2.54, -2.10, 6.36)  0.1174
H (-1.83, -2.21, 4.00)  0.0787
H (2.29, -4.65, 1.43)  0.0892
H (1.53, -6.85, 0.64)  0.1266
H (-0.88, -7.43, 0.68)  0.1285
H (-2.53, -5.79, 1.52)  0.1239
H (-1.79, -3.58, 2.31)  0.0831

Calculated values
LUMO (alpha / beta)   -11.85 / -13.04 eV
Molar mass   895.91 g/mol
Maximum force   9.41 eV/A
ΔE to the lowest compared entry with this formula, charge and spin   85.37 kcal per mole
Frontier orbital gap (alpha / beta)   5.7 / 4.5 eV
Charge   +4

(2)
Below is a structure of composition C35H52AsOP3RhS in a non-equilibrium geometry, with properties calculated with wB97M-V/def2-TZVPD.

Each line ends with the Mulliken spin population.
Element x y z (Å)
Rh (-0.51, -2.51, -0.41)  1.8748
P (-1.57, -0.82, -1.92)  0.1525
P (-1.11, -1.47, 1.60)  0.0363
P (-1.16, -4.38, -1.19)  -0.0207
H (0.97, 0.67, -0.12)  -0.0425
C (1.69, -0.11, -0.39)  0.0858
C (2.05, -0.34, -1.66)  0.1382
H (1.36, -0.02, -2.46)  0.0053
C (-1.18, 0.94, -2.10)  0.0296
C (-3.33, -0.79, -1.39)  0.0492
C (-1.70, -1.30, -3.75)  0.0076
C (-0.03, -1.36, 3.06)  0.0413
C (-1.97, 0.12, 1.78)  0.0183
C (-2.40, -2.64, 2.09)  0.0900
C (-0.51, -5.19, -2.69)  0.0246
C (-2.96, -4.30, -1.43)  0.0712
C (-0.96, -5.57, 0.18)  0.0712
H (2.10, -0.74, 0.41)  -0.0448
H (2.87, -1.03, -1.85)  0.0060
H (-0.12, 1.15, -1.89)  -0.0062
H (-1.80, 1.53, -1.41)  -0.0011
H (-1.42, 1.20, -3.14)  0.0084
H (-3.44, -0.23, -0.46)  0.0031
H (-3.76, -1.79, -1.28)  -0.0150
H (-3.84, -0.25, -2.20)  0.0063
H (-0.71, -1.50, -4.19)  -0.0001
H (-2.19, -0.47, -4.28)  0.0028
H (-2.31, -2.21, -3.82)  -0.0023
H (-0.66, -1.31, 3.97)  0.0111
H (0.54, -0.43, 3.02)  -0.0004
H (0.67, -2.19, 3.17)  -0.0006
H (-2.96, 0.01, 2.24)  0.0094
H (-2.09, 0.64, 0.84)  -0.0035
H (-1.37, 0.78, 2.41)  -0.0059
H (-2.76, -2.40, 3.09)  0.0138
H (-2.01, -3.66, 2.10)  -0.0040
H (-3.24, -2.61, 1.40)  -0.0035
H (-0.21, -6.22, -2.42)  0.0118
H (0.37, -4.64, -3.03)  -0.0057
H (-1.25, -5.23, -3.50)  -0.0016
H (-3.34, -5.32, -1.60)  0.0110
H (-3.20, -3.67, -2.31)  0.0011
H (-3.42, -3.87, -0.53)  -0.0172
H (-0.16, -6.24, -0.13)  0.0049
H (-1.90, -6.12, 0.36)  0.0088
H (-0.66, -5.01, 1.08)  -0.0203
C (2.61, -4.35, -0.13)  0.1652
C (3.14, -5.50, 0.51)  0.0890
C (4.12, -6.29, -0.11)  -0.0064
C (4.55, -5.92, -1.39)  0.2046
C (4.06, -4.77, -2.04)  0.0162
C (3.04, -4.05, -1.44)  0.0881
S (1.54, -3.28, 0.73)  0.7435
H (-0.90, -2.36, -2.01)  0.0719
H (2.74, -5.74, 1.50)  -0.0037
H (4.54, -7.17, 0.39)  0.0026
H (5.27, -6.56, -1.90)  0.0053
H (4.42, -4.43, -3.01)  0.0009
H (2.52, -3.24, -1.97)  0.0173
O (-0.11, 2.04, 0.57)  -0.0106
As (0.16, 3.66, 0.89)  -0.0033
C (2.01, 4.08, 0.48)  0.0015
C (2.48, 5.36, 0.81)  0.0000
C (3.80, 5.71, 0.50)  0.0000
C (4.64, 4.77, -0.11)  0.0000
C (4.17, 3.49, -0.41)  0.0006
C (2.84, 3.13, -0.12)  -0.0003
C (-0.95, 4.64, -0.34)  0.0009
C (-2.34, 4.67, -0.14)  -0.0010
C (-3.17, 5.32, -1.07)  0.0001
C (-2.60, 5.89, -2.21)  -0.0002
C (-1.23, 5.82, -2.44)  0.0002
C (-0.40, 5.19, -1.51)  0.0005
C (-0.07, 3.80, 2.80)  -0.0001
C (0.85, 3.15, 3.63)  0.0001
C (0.62, 3.08, 5.01)  -0.0001
C (-0.54, 3.64, 5.55)  0.0002
C (-1.48, 4.27, 4.72)  -0.0001
C (-1.25, 4.35, 3.33)  0.0000
H (1.81, 6.08, 1.29)  0.0000
H (4.16, 6.71, 0.76)  0.0000
H (5.66, 5.04, -0.35)  0.0000
H (4.83, 2.76, -0.89)  0.0001
H (2.47, 2.14, -0.33)  0.0180
H (-2.77, 4.18, 0.75)  0.0000
H (-4.24, 5.39, -0.87)  0.0000
H (-3.25, 6.40, -2.92)  0.0000
H (-0.79, 6.27, -3.33)  0.0000
H (0.68, 5.11, -1.67)  0.0000
H (1.72, 2.68, 3.18)  0.0001
H (1.35, 2.60, 5.65)  0.0000
H (-0.72, 3.60, 6.62)  0.0000
H (-2.38, 4.74, 5.13)  0.0000
H (-1.97, 4.82, 2.66)  0.0000

Calculated values
LUMO (alpha / beta)   -8.36 / -12.03 eV
⟨S²⟩   6.04
Spin multiplicity   5
Molar mass   791.62 g/mol
Maximum force   4.72 eV/A
ΔE to the lowest compared entry with this formula, charge and spin   94.74 kcal per mole
Frontier orbital gap (alpha / beta)   6.7 / 3.0 eV
Charge   +3

Going through the records in order, we get DFT total energy values of -5289.3104 -5207.5273 a.u..